#w
C4H6N4 in the gas phase. Source: OMol25; level of theory: ωB97M-V/def2-TZVPD.

CARTESIAN COORDINATES (ANGSTROEM)
C: -1.247 -2.919 0.588
C: 0.199 -0.030 0.743
C: -0.598 1.040 0.093
C: 1.607 1.988 -1.453
H: -2.364 -3.250 0.441
H: -0.339 -3.350 0.230
H: 1.262 0.261 0.797
H: -1.779 1.120 0.432
H: 0.772 1.409 -2.182
H: 2.755 1.898 -1.765
N: -1.370 -1.637 1.105
N: -0.040 -1.083 1.418
N: -0.165 2.172 -0.230
N: 1.309 2.382 -0.218

Summary:
SMILES string	C=N/N=C\C=N/N=C
HOMO-LUMO gap	9.27	eV
net charge	0
E_LUMO	-0.19	eV

#x
A molecular structure, C4H6N4. Source: OMol25; level of theory: ωB97M-V/def2-TZVPD.

CARTESIAN COORDINATES (ANGSTROEM)
C: 1.427 -0.239 -0.318
C: 1.064 1.116 -0.038
C: -0.746 0.134 -0.147
C: 0.110 -0.813 -0.198
H: 2.794 -1.187 1.444
H: 3.483 0.139 -0.129
H: 1.632 1.933 0.126
H: -0.620 2.355 -0.470
H: -0.470 -1.885 0.041
H: -2.097 -1.562 -0.457
N: 2.811 -0.894 0.109
N: -0.188 1.333 0.097
N: -2.113 0.246 0.336
N: -2.774 -0.825 -0.020

Summary:
HOMO-LUMO gap	8.60	eV
net charge	0
E_LUMO	0.12	eV

Going by the energies, #w is most stable and the next is 147.7 kJ/mol up.

#w
C4H6N4 in the gas phase. Source: OMol25; level of theory: ωB97M-V/def2-TZVPD.

CARTESIAN COORDINATES (ANGSTROEM)
C: -1.693 -0.270 -1.632
C: -0.482 -0.181 0.400
C: 1.979 0.318 0.477
C: -0.586 -0.099 1.802
H: -2.688 -0.498 -2.157
H: -1.472 0.766 -2.021
H: -0.958 -0.946 -2.196
H: 0.709 0.125 -1.134
H: 2.817 0.226 -0.297
H: 1.461 0.548 2.370
N: -1.643 -0.399 -0.150
N: 0.759 0.085 -0.150
N: 2.346 0.476 1.726
N: -0.551 -0.152 2.962

Summary:
SMILES string	[H]/N=C\N/C(C#N)=N\C
HOMO-LUMO gap	9.73	eV
net charge	0
E_LUMO	-0.15	eV

#x
C4H6N4 in the gas phase. Source: OMol25; level of theory: ωB97M-V/def2-TZVPD.

CARTESIAN COORDINATES (ANGSTROEM)
C: -1.817 -0.775 0.284
C: -0.415 1.093 -0.480
C: 0.846 0.620 0.230
C: 0.605 -0.721 -0.122
H: -2.800 -0.830 -0.159
H: -1.759 0.152 1.137
H: -1.572 -1.907 0.711
H: -1.212 1.482 0.357
H: -0.638 1.533 -1.399
H: 2.981 1.177 0.679
N: -0.791 -0.354 -0.730
N: 2.218 0.580 0.008
N: 2.683 -0.606 -0.131
N: 1.669 -1.444 -0.385

Summary:
SMILES string	CN1Cc2[nH]nnc21
HOMO-LUMO gap	10.04	eV
net charge	0
E_LUMO	0.56	eV

#y
C4H6N4 in the gas phase. Source: OMol25; level of theory: ωB97M-V/def2-TZVPD.

CARTESIAN COORDINATES (ANGSTROEM)
C: 0.391 -1.464 -1.266
C: -0.085 -0.183 -0.556
C: -0.445 1.690 0.621
C: -0.209 0.266 0.690
H: 0.525 -2.423 -0.787
H: -0.071 -1.920 -2.234
H: 1.312 -1.079 -1.932
H: -0.318 0.834 -2.266
H: -0.790 2.309 1.490
H: 0.355 -0.595 3.451
N: -0.120 0.957 -1.306
N: -0.571 2.084 -0.570
N: 0.044 -0.594 1.797
N: -0.018 0.117 2.867

Summary:
SMILES string	[H]/N=N/c1cn[nH]c1C
HOMO-LUMO gap	9.58	eV
net charge	0
E_LUMO	0.43	eV

#z
A molecular structure, C4H6N4. Source: OMol25; level of theory: ωB97M-V/def2-TZVPD.

CARTESIAN COORDINATES (ANGSTROEM)
C: -1.074 0.503 -0.075
C: 1.304 1.028 0.091
C: 2.552 0.369 -0.063
C: 2.134 -0.890 -0.176
H: -3.826 -0.581 0.982
H: -3.616 1.327 -0.741
H: -1.361 1.560 -0.216
H: 1.128 2.168 0.096
H: 3.459 0.816 0.195
H: 2.746 -1.738 -0.321
N: -3.266 -0.210 -0.214
N: -1.916 -0.406 0.196
N: 0.366 0.258 0.176
N: 0.812 -1.016 0.034

Summary:
HOMO-LUMO gap	8.38	eV
net charge	0
E_LUMO	-0.53	eV

Going by the energies, #w is most stable and the next is 131.3 kJ/mol up.

#w
C4H6N4 in the gas phase. Source: OMol25; level of theory: ωB97M-V/def2-TZVPD.

CARTESIAN COORDINATES (ANGSTROEM)
C: 1.284 -0.229 -0.174
C: -0.055 -0.722 -0.257
C: -1.140 0.062 0.031
C: -2.450 -0.500 -0.100
H: 1.995 -1.706 1.053
H: 3.159 -0.751 0.372
H: 0.720 1.291 -1.102
H: -0.339 -1.698 -0.624
H: -0.279 1.934 0.464
H: -2.000 1.945 0.415
N: 2.228 -1.095 0.276
N: 1.571 0.957 -0.585
N: -1.152 1.430 0.415
N: -3.541 -0.919 -0.186

Summary:
SMILES string	[H]/N=C(N)\C=C(/N)C#N
HOMO-LUMO gap	9.18	eV
net charge	0
E_LUMO	0.12	eV

#x
C4H6N4 in the gas phase. Source: OMol25; level of theory: ωB97M-V/def2-TZVPD.

CARTESIAN COORDINATES (ANGSTROEM)
C: 2.179 0.021 -0.498
C: -0.951 1.142 0.053
C: -2.325 0.756 -0.236
C: -2.371 -0.773 -0.121
H: 4.114 -0.156 -0.497
H: 1.812 0.015 -1.538
H: 1.312 0.281 1.673
H: -0.426 2.107 0.226
H: -3.267 1.541 -0.209
H: -3.458 -1.445 0.165
N: 3.201 -0.188 0.084
N: 1.083 0.233 0.442
N: -0.258 -0.133 0.101
N: -1.067 -1.228 0.086

Summary:
SMILES string	[H]/N=C/Nn1cccn1
HOMO-LUMO gap	10.10	eV
net charge	0
E_LUMO	0.87	eV

Going by the energies, #w is most stable and the next is 488.9 kJ/mol up.

#w
2 unconnected molecules or ions with the total composition C2H9N2. Source: OMol25; level of theory: ωB97M-V/def2-TZVPD.

CARTESIAN COORDINATES (ANGSTROEM)
C: 1.160 0.797 0.035
N: 0.214 -0.172 -0.003
C: 2.545 0.201 0.465
N: -3.614 -0.826 -0.277
H: 0.935 1.613 0.773
H: 1.229 1.409 -0.890
H: -4.337 -1.440 0.063
H: -0.541 0.124 -0.659
H: 2.461 -0.869 0.637
H: 2.924 0.688 1.356
H: -3.439 -0.794 -1.267
H: -2.727 -0.992 0.181
H: 3.189 0.262 -0.414

Summary:
HOMO-LUMO gap	3.52	eV
net charge	+1
E_LUMO	-9.64	eV

#x
A gas-phase ion, C2H9N2 (charge +1). Source: OMol25; level of theory: ωB97M-V/def2-TZVPD.

CARTESIAN COORDINATES (ANGSTROEM)
C: 0.446 0.549 -0.461
N: 0.729 0.428 -1.907
C: -0.186 -0.733 0.057
N: -0.598 -0.310 1.593
H: 1.409 0.765 -0.094
H: -0.195 1.305 -0.079
H: 1.285 1.135 -2.263
H: -0.108 0.229 -2.454
H: -1.187 -0.938 -0.350
H: 0.351 -1.713 0.063
H: -0.762 -1.104 2.262
H: -1.442 0.278 1.704
H: 0.259 0.109 1.930

Summary:
SMILES string	NCC[NH3+]
HOMO-LUMO gap	9.70	eV
net charge	+1
E_LUMO	-3.93	eV

Going by the energies, #x is most stable and the next is 437.0 kJ/mol up.

#w
A molecular structure, CH3Br3N. Source: OMol25; level of theory: ωB97M-V/def2-TZVPD.

CARTESIAN COORDINATES (ANGSTROEM)
C: -2.474 -0.553 -3.471
N: 0.180 0.189 -0.354
Br: -2.520 -2.244 -4.271
Br: -2.432 0.956 -4.570
Br: -2.021 -0.223 -1.804
H: 0.542 0.818 -1.026
H: 0.442 0.503 0.539
H: 0.665 -0.650 -0.434

Summary:
HOMO-LUMO gap	7.59	eV
net charge	+1
E_LUMO	-6.95	eV

#x
A molecular structure, CH3Br3N. Source: OMol25; level of theory: ωB97M-V/def2-TZVPD.

CARTESIAN COORDINATES (ANGSTROEM)
C: 1.014 0.046 0.017
N: -1.033 0.020 -0.065
Br: 1.307 1.700 -0.769
Br: 1.456 -1.480 -0.967
Br: 1.269 -0.061 1.892
H: -1.588 0.617 -0.625
H: -1.041 -0.896 -0.427
H: -1.385 0.054 0.943

Summary:
HOMO-LUMO gap	9.40	eV
net charge	+1
E_LUMO	-5.84	eV

Going by the energies, #x is most stable and the next is 52.5 kJ/mol up.

#w
C4H7N3O in the gas phase. Source: OMol25; level of theory: ωB97M-V/def2-TZVPD.

CARTESIAN COORDINATES (ANGSTROEM)
C: 1.635 -0.109 0.471
C: 0.198 0.479 0.908
C: -1.679 0.789 -0.342
C: 0.276 -0.774 0.035
H: 2.121 0.241 -1.742
H: 3.329 -0.467 -0.585
H: 2.444 -0.615 1.219
H: -0.032 -0.055 1.828
H: -0.708 2.314 0.230
H: -2.479 1.554 -0.495
H: 0.494 -0.522 -0.944
N: 2.532 0.229 -0.608
N: -0.563 1.390 0.027
N: -1.972 -0.555 -0.283
O: -0.966 -1.526 0.014

Summary:
SMILES string	N[C@H]1[C@H]2NC=NO[C@H]12
HOMO-LUMO gap	9.20	eV
net charge	0
E_LUMO	0.81	eV

#x
C4H7N3O in the gas phase. Source: OMol25; level of theory: ωB97M-V/def2-TZVPD.

CARTESIAN COORDINATES (ANGSTROEM)
C: -0.021 2.312 -0.552
C: 0.571 0.032 -0.310
C: 1.311 -1.111 0.204
C: 0.459 -2.126 0.276
H: -0.887 1.979 -1.037
H: -0.235 2.939 0.337
H: 0.418 3.032 -1.270
H: 2.414 -1.315 0.222
H: 0.662 -3.095 0.620
H: -1.646 -1.867 0.526
H: -0.879 0.096 1.431
N: 0.897 1.269 -0.224
N: -0.841 -1.917 -0.365
N: -0.775 -0.462 -0.484
O: -1.449 0.235 0.625

Summary:
SMILES string	C/N=c1/cc[nH]n1O
HOMO-LUMO gap	9.41	eV
net charge	0
E_LUMO	0.50	eV

Going by the energies, #x is most stable and the next is 264.4 kJ/mol up.